1.
The following is a DFT calculation (ωB97M-V with the def2-TZVPD basis set) of a cluster of 3 separate species, C4H16N2O2 in total.

Geometry as XYZ:
```
24
Properties=species:S:1:pos:R:3:forces:R:3:nbo_charge:R:1
C -0.579 -0.747 -0.268 0.5 -2.6 1.0 -0.24
C -1.181 0.675 -0.038 -1.3 -1.6 0.2 -0.52
C -1.191 1.237 1.411 -2.3 -0.2 -1.7 0.14
C -0.287 1.386 2.349 0.3 0.1 0.7 -0.33
N -2.655 1.653 1.651 -1.8 -1.8 3.0 -0.75
N 0.708 -0.854 -1.060 0.0 5.8 -0.2 -0.69
H -0.158 -1.139 0.691 -1.2 0.3 -0.3 0.24
H -1.273 -1.610 -0.703 1.1 2.4 0.9 0.27
H -0.889 1.420 -0.682 2.1 1.7 -1.7 0.27
H -2.196 0.643 -0.552 0.5 -0.3 1.5 0.26
H -0.516 1.479 3.437 0.1 0.6 -1.1 0.27
H 0.764 1.419 2.061 -0.1 -0.7 0.2 0.26
H -3.282 0.969 1.146 0.7 0.5 0.9 0.45
H -2.959 2.541 1.193 0.8 -0.1 0.9 0.47
H -2.976 1.583 2.780 1.0 0.7 -3.8 0.50
H 1.070 -1.781 -1.119 0.3 -0.9 -0.5 0.47
H 0.596 -0.307 -1.975 0.5 -2.0 0.7 0.47
H 1.459 -0.235 -0.556 -1.2 -1.9 -0.8 0.47
H 3.125 -1.753 1.419 0.1 -0.1 0.9 0.50
H 3.494 -1.913 -0.036 -1.1 1.1 1.1 0.50
O 2.875 -1.396 0.574 1.0 -1.1 -2.0 -0.99
H 2.675 -0.680 -3.726 -0.1 -0.2 -0.4 0.50
H 1.539 -1.449 -4.391 -1.3 -1.5 -4.3 0.49
O 1.836 -1.140 -3.609 1.4 1.8 4.8 -0.98
```
Forces are in eV/Å.

## Properties
gap between HOMO and LUMO = 11.6 eV
ΔE to the lowest compared entry with this formula, charge and spin = 66.11 kcal per mole
net charge = +2


2.
The following is a DFT calculation (ωB97M-V with the def2-TZVPD basis set) of an isolated molecule of C4H5NO.

Geometry as XYZ:
```
11
Properties=species:S:1:pos:R:3:forces:R:3:nbo_charge:R:1
C 0.315 -0.355 -1.643 0.0 0.0 0.0 -0.68
C 0.605 -0.410 -0.193 0.1 -0.5 0.3 0.31
N 0.782 -1.196 0.761 -0.2 0.2 -0.6 -0.27
C 0.449 0.260 1.097 -0.1 0.3 0.1 -0.29
C -0.975 0.550 1.411 -0.2 -0.1 -0.2 0.40
O -1.865 0.107 0.714 0.2 0.2 0.5 -0.53
H 0.155 -1.366 -2.029 0.1 0.1 0.1 0.24
H 1.116 0.130 -2.207 -0.1 0.0 0.1 0.24
H -0.607 0.220 -1.771 0.2 -0.1 0.0 0.26
H 1.227 0.836 1.598 -0.1 -0.1 -0.2 0.20
H -1.202 1.223 2.261 0.0 -0.1 0.0 0.12
```
Forces are in eV/Å.

## Properties
gap between HOMO and LUMO = 10.6 eV
ΔE to the lowest compared entry with this formula, charge and spin = 48.79 kcal per mole
structure (SMILES) = CC1=N[C@@H]1C=O


3.
The following is a DFT calculation (ωB97M-V with the def2-TZVPD basis set) of an isolated molecule of C16H19BrO2.

Geometry as XYZ:
```
38
Properties=species:S:1:pos:R:3:forces:R:3:nbo_charge:R:1
O 2.094 0.286 -1.219 -1.0 0.9 2.5 -0.60
Br 3.053 0.176 3.801 0.3 0.7 -0.4 -0.03
O 1.804 0.963 0.979 -1.0 -0.4 -1.6 -0.52
C 1.367 0.530 -0.251 0.2 -0.9 -1.9 0.83
C -0.166 -4.013 0.471 -0.2 -0.8 1.1 -0.21
C -0.159 -3.611 -0.850 0.0 1.5 0.4 -0.22
C -0.218 -3.089 1.537 0.0 -0.4 -1.3 -0.23
C -0.201 -2.220 -1.101 0.0 -0.1 0.5 -0.19
C -0.285 -1.740 1.272 0.1 0.3 -0.1 -0.15
C -0.284 -1.271 -0.061 0.3 -0.6 0.1 -0.04
C 3.511 1.626 2.527 -0.1 -0.6 -0.8 -0.42
C 3.195 1.137 1.084 1.5 0.2 0.9 -0.10
C -2.957 1.106 -0.997 0.0 -0.7 0.7 -0.41
C -1.022 1.151 0.608 -0.3 -0.5 -0.1 -0.41
C -2.165 0.253 -1.999 -0.4 -1.0 0.7 -0.42
C -0.911 2.203 -1.490 0.0 -0.4 -1.8 -0.41
C -0.185 0.224 -0.357 0.5 0.5 0.8 -0.15
C -1.857 1.974 -0.388 -1.2 0.9 2.5 -0.22
C -0.731 0.672 -1.739 1.3 0.7 -0.6 -0.20
H -0.168 -5.079 0.748 0.1 0.5 -0.3 0.21
H -0.105 -4.301 -1.682 0.0 -0.1 0.1 0.22
H -0.203 -3.417 2.559 0.0 -0.3 0.2 0.21
H -0.153 -1.879 -2.130 0.0 0.0 0.1 0.22
H -0.289 -1.096 2.159 0.0 0.2 -0.7 0.21
H 4.561 1.906 2.616 0.0 -0.6 0.1 0.23
H 2.978 2.527 2.816 -0.5 -0.2 -0.1 0.22
H 3.735 0.190 0.863 -0.4 0.5 0.2 0.21
H 3.580 1.885 0.368 -0.4 -0.2 0.2 0.20
H -3.691 1.746 -1.461 -0.4 0.0 -0.2 0.21
H -3.452 0.425 -0.271 0.2 0.8 -0.2 0.21
H -1.677 0.523 1.225 0.2 0.2 0.1 0.21
H -0.412 1.793 1.261 -0.1 -0.4 -0.3 0.23
H -2.483 0.494 -2.998 0.2 0.0 -0.6 0.21
H -2.334 -0.831 -1.831 0.1 0.6 -0.2 0.22
H -1.407 2.691 -2.345 0.3 -0.1 0.1 0.21
H -0.015 2.761 -1.241 0.2 -0.1 0.1 0.21
H -2.272 2.880 0.080 0.1 -0.2 -0.1 0.21
H -0.076 0.428 -2.565 0.3 -0.1 0.0 0.24
```
Forces are in eV/Å.

## Properties
gap between HOMO and LUMO = 9.7 eV
structure (SMILES) = O=C(OCCBr)[C@@]1(c2ccccc2)C[C@@H]2CC[C@H]1C2


4.
The following is a DFT calculation (ωB97M-V with the def2-TZVPD basis set) of a cluster of 2 separate species, C2H4NO2 in total.

Geometry as XYZ:
```
9
Properties=species:S:1:pos:R:3:forces:R:3:nbo_charge:R:1
C 2.037 -0.515 -0.010 -1.1 -4.5 -2.0 0.38
C 0.449 -0.322 -0.200 -1.3 1.1 -1.2 0.38
N -2.302 0.423 0.298 0.3 -0.5 -1.9 -0.37
O 2.707 0.264 0.475 1.8 3.2 1.8 -0.31
O -0.242 0.030 0.713 0.0 0.1 0.2 -0.21
H 2.423 -1.503 -0.440 -0.7 0.8 0.3 0.20
H 0.008 -0.341 -1.256 0.7 -0.4 1.0 0.24
H -2.757 0.970 1.016 0.1 0.5 0.7 0.35
H -2.324 0.994 -0.595 0.2 -0.4 1.1 0.34
```
Forces are in eV/Å.

## Properties
gap between HOMO and LUMO (spin up / spin down) = 9.2 / 6.8 eV
ΔE to the lowest compared entry with this formula, charge and spin = 127.95 kcal per mole
net charge = +1


5.
The following is a DFT calculation (ωB97M-V with the def2-TZVPD basis set) of a structure of composition C21H16N2O6Pb.

Geometry as XYZ:
```
46
Properties=species:S:1:pos:R:3:forces:R:3:nbo_charge:R:1
Pb -2.101 1.304 -1.210 -0.2 0.1 0.0 1.43
O -6.263 0.902 -2.452 0.0 0.0 0.0 -0.63
C -5.101 0.778 -2.115 0.0 -0.1 0.0 0.75
O -4.354 1.636 -1.522 0.0 0.1 0.0 -0.81
C -4.406 -0.552 -2.417 0.0 0.0 0.0 0.11
C -5.033 -1.624 -3.030 0.0 0.0 0.0 -0.20
C -4.297 -2.779 -3.245 0.0 0.0 0.0 -0.15
C -2.969 -2.847 -2.845 0.0 0.0 0.1 -0.21
C -2.411 -1.737 -2.238 0.0 0.0 0.0 0.11
N -3.133 -0.635 -2.051 0.1 0.0 -0.1 -0.52
C -0.967 -1.682 -1.740 -0.1 0.0 0.0 0.75
O -0.261 -2.663 -1.890 0.0 0.0 0.0 -0.64
O -0.651 -0.566 -1.190 0.1 0.0 -0.1 -0.84
H -6.069 -1.523 -3.317 0.0 0.0 0.0 0.25
H -4.761 -3.633 -3.724 0.0 0.0 0.0 0.22
H -2.358 -3.727 -2.984 0.0 0.0 0.0 0.25
C 4.880 3.784 1.566 0.0 0.0 0.0 -0.25
O 3.656 3.078 1.424 0.0 0.0 -0.1 -0.51
C 3.698 1.879 0.776 0.0 0.0 0.1 0.29
C 4.850 1.248 0.334 0.0 0.0 0.0 -0.30
C 4.747 0.034 -0.335 0.0 0.0 0.0 -0.18
C 3.512 -0.542 -0.579 0.0 0.0 0.0 -0.24
C 2.353 0.084 -0.141 0.1 0.0 -0.1 -0.15
C 2.454 1.278 0.552 0.0 0.0 0.1 0.04
N 1.311 2.010 0.978 -0.1 0.0 -0.1 -0.50
C 0.108 1.560 1.291 0.1 0.0 0.1 0.22
C -0.266 0.278 1.704 0.0 0.1 0.0 -0.30
C 0.646 -0.612 2.344 0.0 0.0 0.0 -0.08
C 0.193 -1.721 2.979 0.0 0.0 0.0 -0.28
C -1.199 -1.997 2.994 -0.1 0.0 0.0 -0.12
C -2.099 -1.191 2.369 0.1 0.0 0.0 -0.29
C -1.661 -0.050 1.635 -0.3 -0.2 0.0 0.49
O -2.512 0.598 0.926 0.3 0.3 0.2 -0.76
H 5.345 3.958 0.594 0.0 0.0 0.0 0.18
H 5.570 3.239 2.214 0.0 0.0 0.0 0.18
H 4.628 4.734 2.027 0.0 0.0 0.0 0.20
H 5.821 1.690 0.506 0.0 0.0 0.0 0.23
H 5.649 -0.457 -0.676 0.0 0.0 0.0 0.22
H 3.432 -1.473 -1.122 0.0 0.0 0.0 0.23
H 1.385 -0.352 -0.366 0.0 0.1 0.0 0.27
H 1.440 3.012 0.962 0.0 0.0 0.0 0.42
H -0.665 2.324 1.281 0.0 0.0 0.0 0.22
H 1.698 -0.367 2.367 0.0 0.0 0.0 0.21
H 0.874 -2.383 3.494 0.0 0.0 0.0 0.22
H -1.554 -2.880 3.512 0.0 0.0 0.0 0.22
H -3.157 -1.413 2.358 0.0 0.0 0.0 0.23
```
Forces are in eV/Å.

## Properties
gap between HOMO and LUMO = 7.3 eV
ΔE to the lowest compared entry with this formula, charge and spin = 13.60 kcal per mole


6.
The following is a DFT calculation (ωB97M-V with the def2-TZVPD basis set) of a structure of composition C9H11LiN4S2.

Geometry as XYZ:
```
27
Properties=species:S:1:pos:R:3:forces:R:3:nbo_charge:R:1
Li -0.833 1.471 1.959 0.4 -0.1 -0.2 0.88
S 1.121 2.689 2.550 -0.1 0.0 0.5 -0.49
C 1.207 2.631 0.831 0.0 0.0 -0.3 0.06
C 2.269 3.224 0.116 -0.1 -0.1 0.0 -0.29
C 2.308 3.116 -1.254 -0.1 -0.1 0.0 -0.15
C 1.305 2.401 -1.912 0.1 0.0 0.0 -0.31
C 0.293 1.860 -1.150 -0.1 -0.1 0.0 0.05
N 0.223 1.969 0.181 0.0 0.2 0.1 -0.59
H 3.025 3.755 0.676 0.0 0.0 0.0 0.23
H 3.105 3.580 -1.821 0.0 0.0 0.0 0.21
H 1.314 2.273 -2.985 0.0 0.0 0.0 0.22
H -0.515 1.307 -1.620 0.0 0.0 0.0 0.19
C -2.483 -2.989 -1.494 0.0 0.0 0.2 -0.60
C -2.443 -3.107 0.033 0.0 0.0 -0.2 -0.45
C -1.422 -2.213 0.650 0.4 0.0 0.1 0.07
N -1.677 -1.241 1.445 -0.3 -0.1 -0.1 -0.26
N -0.576 -0.552 1.868 0.0 0.3 0.1 -0.46
C 0.544 -1.021 1.388 -0.1 -0.4 -0.1 0.27
N 1.758 -0.545 1.723 0.0 0.0 0.1 -0.80
S 0.306 -2.394 0.339 -0.2 0.2 0.2 0.30
H -3.244 -3.653 -1.902 0.0 0.0 0.0 0.22
H -1.519 -3.256 -1.928 0.0 0.0 -0.1 0.21
H -2.725 -1.969 -1.794 0.0 0.0 0.0 0.21
H -2.226 -4.140 0.313 -0.1 0.0 0.0 0.22
H -3.406 -2.831 0.461 0.0 0.0 0.1 0.24
H 1.759 0.346 2.223 0.0 0.1 -0.1 0.44
H 2.532 -0.712 1.104 0.0 0.0 0.0 0.40
```
Forces are in eV/Å.

## Properties
gap between HOMO and LUMO = 7.7 eV


no.,M (g/mol),electronic energy (eV)
1,124.18,-11464.4910
2,83.09,-7764.4106
3,323.23,-91037.9538
4,74.06,-7710.4080
5,599.57,-42550.9552
6,246.29,-37349.3992